Molecular formula: C5H12FP
Method: DFT, ωB97M-V/def2-TZVPD

Structure (XYZ):
```
19
Properties=species:S:1:pos:R:3:lowdin_charge:R:1
C -0.733 1.601 -1.592 -0.0334
C -1.021 0.591 -0.853 -0.2454
C -0.793 0.165 0.557 -0.4289
C -0.093 -1.260 0.761 -0.0382
C -2.177 0.153 1.181 -0.0684
H -0.221 2.601 -1.204 0.1043
H -1.071 1.571 -2.658 0.0644
H -1.479 -0.299 -1.421 0.1358
H -0.279 0.934 1.024 0.0996
H 0.852 -1.309 0.194 0.0230
H -0.823 -1.914 0.471 0.0390
H 0.179 -1.310 1.831 0.0881
H -2.520 1.071 1.625 0.0812
H -1.966 -0.579 2.007 0.0928
H -2.761 -0.205 0.423 0.0402
F 4.973 -0.237 -0.017 -0.4527
P 3.431 -0.023 -0.357 0.7407
H 2.987 -1.373 -0.208 -0.1216
H 3.514 -0.177 -1.764 -0.1207
```

Results
**Kohn-Sham gap**: 10.645 eV
**Energy relative to the best compared isomer or geometry (same formula, charge and spin)**: 1.472 eV
**HOMO energy**: -0.3622 hartree
**E**: -17383.983 eV
**Maximum force**: 4.8 eV/Å
**Structure (SMILES)**: C=CC(C)C.FP


Molecular formula: C5H12FeO3
Method: DFT, ωB97M-V/def2-TZVPD

Structure (XYZ):
```
21
Properties=species:S:1:pos:R:3:lowdin_charge:R:1
C 1.735 -2.758 -0.466 -0.0028
C 1.893 -1.281 -0.571 -0.2447
O 2.463 -0.634 0.469 -0.4312
Fe 4.188 0.206 0.632 0.9115
H 1.969 -3.113 0.545 0.1066
H 2.403 -3.234 -1.198 0.1067
H 0.700 -3.029 -0.709 0.1108
H 2.212 -0.850 -1.532 0.1516
O 0.252 -0.483 -0.076 -0.1187
H 1.227 -0.060 0.810 0.2935
C -3.184 1.486 1.111 -0.1001
O -2.229 0.741 0.400 -0.1775
C -1.117 1.502 0.004 -0.2306
C -0.176 0.651 -0.813 -0.2124
H -4.008 0.812 1.373 0.0990
H -2.753 1.906 2.036 0.0949
H -3.580 2.316 0.501 0.0966
H -0.589 1.905 0.888 0.1325
H -1.435 2.363 -0.613 0.1420
H 0.715 1.249 -1.065 0.1272
H -0.684 0.306 -1.726 0.1452
```

Results
**Kohn-Sham gap (spin up / spin down)**: 8.318 / 7.138 eV
**Energy relative to the best compared isomer or geometry (same formula, charge and spin)**: 2.062 eV
**2S+1**: 6
**HOMO energy (spin up / spin down)**: -0.4461 / -0.4732 hartree
**Charge**: +1
**E**: -45896.896 eV
**Maximum force**: 4.3 eV/Å


Molecular formula: C5H12IN2
Method: DFT, ωB97M-V/def2-TZVPD

Structure (XYZ):
```
20
Properties=species:S:1:pos:R:3:lowdin_charge:R:1
C 0.271 -0.421 -0.635 -0.1368
C 1.569 1.463 1.197 -0.1970
C -2.018 -0.948 -1.076 0.0154
C -1.281 -0.300 1.244 -0.0469
C 2.025 0.265 0.562 -0.6169
N -0.975 -0.384 -0.136 -0.1792
N 0.444 -0.224 -1.919 0.1399
I 3.650 0.133 -0.777 0.9858
H 1.289 1.337 2.204 0.0758
H 0.717 1.910 0.639 0.1062
H 2.245 2.323 1.223 0.0963
H -3.035 -0.763 -0.564 0.1311
H -1.902 -0.325 -1.933 0.0692
H -1.901 -2.026 -1.202 0.1106
H -2.312 -0.600 1.293 0.0855
H -0.671 -0.913 1.881 0.0991
H -1.189 0.726 1.636 0.1017
H 1.960 -0.603 1.178 0.0327
H 1.398 -0.142 -2.269 0.0290
H -0.283 -0.507 -2.547 0.0984
```

Results
**Kohn-Sham gap**: 9.330 eV
**Energy relative to the best compared isomer or geometry (same formula, charge and spin)**: 2.900 eV
**HOMO energy**: -0.4963 hartree
**Charge**: +1
**E**: -16451.260 eV
**Maximum force**: 4.1 eV/Å


Molecular formula: C5H12N
Method: DFT, ωB97M-V/def2-TZVPD

Structure (XYZ):
```
18
Properties=species:S:1:pos:R:3:lowdin_charge:R:1
C 0.961 1.370 1.238 -0.1077
C 0.789 -0.122 1.752 -0.2040
C 0.739 -1.143 0.570 -0.2146
C 0.152 -0.600 -0.701 -0.1599
C -1.175 -0.503 -0.898 -0.2331
N -1.638 0.104 -2.132 0.0055
H 0.599 2.100 1.976 0.0655
H 0.475 1.587 0.289 0.0424
H 1.982 1.738 1.167 0.0602
H -0.137 -0.140 2.315 0.0940
H 1.700 -0.334 2.309 0.0939
H 0.289 -2.110 0.845 0.1117
H 1.782 -1.426 0.446 0.0990
H 0.786 -0.097 -1.412 0.0862
H -1.871 -1.016 -0.226 0.1080
H -2.523 -0.353 -2.438 0.0452
H -0.981 -0.132 -2.930 0.0372
H -1.929 1.076 -2.170 0.0705
```

Results
**Kohn-Sham gap (spin up / spin down)**: 4.580 / 11.147 eV
**Energy relative to the best compared isomer or geometry (same formula, charge and spin)**: 2.438 eV
**2S+1**: 2
**HOMO energy (spin up / spin down)**: -0.1370 / -0.3744 hartree
**E**: -6865.329 eV
**Maximum force**: 2.2 eV/Å


Molecular formula: C5H12N
Method: DFT, ωB97M-V/def2-TZVPD

Structure (XYZ):
```
18
Properties=species:S:1:pos:R:3:lowdin_charge:R:1
C 2.381 -1.065 0.808 0.0187
C 1.727 0.058 -0.146 -0.2323
C 0.480 -0.215 -0.955 -0.1728
C -0.682 -0.608 -0.073 -0.0038
C -0.405 -0.599 1.226 0.3063
N -3.546 2.041 -0.485 -0.0444
H 1.450 -1.220 1.475 0.0841
H 3.252 -0.819 1.312 0.0676
H 2.613 -1.896 0.097 0.1101
H 2.458 -0.009 -0.960 0.1284
H 1.351 0.891 0.480 0.1295
H 0.611 -1.082 -1.627 0.1535
H 0.157 0.541 -1.666 0.1480
H -1.579 -0.354 -0.542 0.1120
H -0.879 -1.438 1.680 0.1126
H -2.849 2.796 -0.074 0.0545
H -2.849 1.334 -1.017 0.0294
H -3.691 1.646 0.468 -0.0013
```

Results
**Kohn-Sham gap**: 6.118 eV
**Energy relative to the best compared isomer or geometry (same formula, charge and spin)**: 7.846 eV
**HOMO energy**: -0.5129 hartree
**Charge**: +1
**E**: -6855.713 eV
**Maximum force**: 5.9 eV/Å


Molecular formula: C5H12N
Method: DFT, ωB97M-V/def2-TZVPD

Structure (XYZ):
```
18
Properties=species:S:1:pos:R:3:lowdin_charge:R:1
C 0.202 -1.490 2.008 -0.1119
C 1.312 -0.985 1.106 -0.2429
C 0.985 -0.770 -0.383 -0.1862
C -0.310 -0.093 -0.670 -0.0721
C -0.386 1.081 -1.270 -0.0673
N -1.526 2.045 -1.065 0.2033
H -0.699 -0.888 2.078 0.0603
H 0.642 -1.508 3.007 0.0838
H -0.151 -2.475 1.696 0.0839
H 2.135 -1.703 1.145 0.1160
H 1.720 -0.076 1.563 0.1129
H 1.142 -1.723 -0.884 0.1277
H 1.705 -0.069 -0.827 0.1137
H -1.183 -0.631 -0.298 0.1312
H 0.479 1.653 -1.583 0.1266
H -2.347 1.771 -1.613 0.1758
H -1.198 2.988 -1.263 0.1698
H -1.865 2.030 -0.097 0.1755
```

Results
**Kohn-Sham gap**: 10.700 eV
**Energy relative to the best compared isomer or geometry (same formula, charge and spin)**: 1.635 eV
**HOMO energy**: -0.5371 hartree
**Charge**: +1
**E**: -6861.924 eV
**Maximum force**: 1.7 eV/Å
**Structure (SMILES)**: CCC/C=C/[NH3+]


Molecular formula: C5H12N
Method: DFT, ωB97M-V/def2-TZVPD

Structure (XYZ):
```
18
Properties=species:S:1:pos:R:3:lowdin_charge:R:1
C -2.311 2.393 -0.256 -0.0779
C -1.244 2.201 -0.909 0.0493
C -0.135 -0.364 1.420 -0.0559
C 1.648 -1.723 -0.430 0.0296
C 0.411 0.320 0.206 -0.1061
N 0.652 -0.681 -0.836 0.0105
H -2.631 3.400 -0.165 0.0663
H -2.795 1.549 0.294 0.0874
H -0.569 2.768 -1.605 0.0756
H -0.440 0.382 2.080 0.0709
H -1.062 -0.742 1.052 0.0825
H 0.413 -1.163 1.895 0.0913
H 1.988 -2.442 -1.181 0.1225
H 2.432 -1.392 0.112 0.0747
H 1.259 -2.406 0.260 0.0810
H 1.317 0.842 0.194 0.0974
H 0.798 -0.222 -1.690 0.1523
H -0.269 -0.938 -1.054 0.1485
```

Results
**Kohn-Sham gap (spin up / spin down)**: 8.023 / 9.445 eV
**Energy relative to the best compared isomer or geometry (same formula, charge and spin)**: 6.511 eV
**HOMO energy (spin up / spin down)**: -0.4698 / -0.4976 hartree
**Charge**: +1
**E**: -6857.047 eV
**Maximum force**: 4.0 eV/Å


Molecular formula: C5H12N
Method: DFT, ωB97M-V/def2-TZVPD

Structure (XYZ):
```
18
Properties=species:S:1:pos:R:3:lowdin_charge:R:1
C -1.043 -4.087 2.008 -0.0477
C -0.306 0.082 -0.969 -0.1578
N -0.347 -1.134 -0.569 0.2410
C 1.494 3.081 -1.181 0.0081
C 0.226 2.512 -0.368 -0.1675
C 0.329 1.069 -0.142 0.1411
H -2.122 -4.055 1.855 0.0148
H -0.816 -3.805 3.033 0.0188
H -0.675 -3.232 1.402 -0.0105
H -0.679 -5.031 1.636 0.0153
H 1.482 4.161 -1.188 0.0943
H -0.698 0.386 -1.944 0.1431
H 2.319 2.566 -0.684 0.0867
H 1.417 2.636 -2.171 0.0830
H -0.708 2.746 -0.889 0.1411
H 0.267 2.965 0.621 0.1310
H -0.762 -1.689 -1.330 0.1082
H 0.622 0.828 0.879 0.1572
```

Results
**Kohn-Sham gap**: 7.270 eV
**Energy relative to the best compared isomer or geometry (same formula, charge and spin)**: 4.212 eV
**HOMO energy**: -0.5606 hartree
**Charge**: +1
**E**: -6859.346 eV
**Maximum force**: 2.5 eV/Å


Molecular formula: C5H12N
Method: DFT, ωB97M-V/def2-TZVPD

Structure (XYZ):
```
18
Properties=species:S:1:pos:R:3:lowdin_charge:R:1
C -0.532 -1.657 -1.169 -0.0341
C 0.472 -0.463 -1.370 -0.2121
C 0.072 0.949 -0.729 -0.0573
C -0.306 0.631 0.753 -0.1443
C -1.178 1.217 1.607 0.3280
N 0.901 0.021 1.430 0.2528
H -0.962 -1.857 -2.152 0.0944
H -1.336 -1.205 -0.457 0.1019
H 0.048 -2.543 -0.740 0.1185
H 0.757 -0.183 -2.440 0.1655
H 1.449 -0.745 -1.042 0.0806
H 0.912 1.618 -0.766 0.1493
H -0.771 1.311 -1.424 0.1811
H -0.845 1.133 2.646 0.1388
H -1.948 1.935 1.137 0.1903
H 1.226 0.744 2.206 0.2540
H 1.571 -0.077 0.623 0.1711
H 0.469 -0.829 1.886 0.2218
```

Results
**Kohn-Sham gap (spin up / spin down)**: 9.918 / 5.794 eV
**Energy relative to the best compared isomer or geometry (same formula, charge and spin)**: 3.653 eV
**2S+1**: 2
**HOMO energy (spin up / spin down)**: -0.7520 / -0.7493 hartree
**Charge**: +2
**E**: -6846.010 eV
**Maximum force**: 5.3 eV/Å


Molecular formula: C5H12N2
Method: DFT, ωB97M-V/def2-TZVPD

Structure (XYZ):
```
19
Properties=species:S:1:pos:R:3:lowdin_charge:R:1
N -0.110 0.945 0.886 -0.0582
C -1.229 1.403 0.096 -0.2717
C -2.036 0.114 0.083 -0.2011
C -0.937 -0.914 -0.272 -0.1996
C 0.319 -0.414 0.443 -0.3942
C 1.561 -0.198 -0.425 -0.4670
N 2.555 0.593 0.263 -0.0706
H 0.655 1.572 1.084 0.0713
H -1.728 2.189 0.683 0.0973
H -1.064 1.820 -0.910 0.1007
H -2.920 -0.019 -0.532 0.0916
H -2.262 -0.029 1.139 0.0983
H -1.233 -1.928 -0.019 0.0812
H -0.713 -0.821 -1.340 0.0854
H 0.625 -0.986 1.316 0.1090
H 2.257 -1.046 -0.110 0.0041
H 1.331 -0.136 -1.479 0.0722
H 1.439 -2.579 -0.817 -0.1155
H 3.491 0.431 -0.089 -0.0331
```

Results
**Kohn-Sham gap (spin up / spin down)**: 6.177 / 5.408 eV
**Energy relative to the best compared isomer or geometry (same formula, charge and spin)**: 3.367 eV
**2S+1**: 2
**HOMO energy (spin up / spin down)**: -0.0809 / -0.0526 hartree
**Charge**: -1
**E**: -8354.941 eV
**Maximum force**: 3.1 eV/Å


Molecular formula: C5H12N2
Method: DFT, ωB97M-V/def2-TZVPD

Structure (XYZ):
```
19
Properties=species:S:1:pos:R:3:lowdin_charge:R:1
C -0.841 1.180 1.397 -0.0521
N 0.348 0.110 1.161 -0.1680
C 1.211 0.806 0.317 -0.2933
C 1.664 -0.609 -0.268 -0.1002
C 0.236 -1.107 0.285 -0.2557
C -0.948 -1.132 -0.828 -0.2980
N -1.192 -0.128 -1.735 0.0020
H -1.341 1.488 0.378 0.0762
H -1.542 0.853 2.308 0.1062
H -0.266 2.043 1.739 0.0516
H 2.025 1.476 0.803 0.1366
H 0.682 1.357 -0.404 0.0604
H 2.660 -0.950 0.308 0.1292
H 1.825 -0.774 -1.405 0.1065
H 0.123 -2.068 0.849 0.1248
H -1.806 -1.281 0.015 0.1435
H -0.997 -2.165 -1.273 0.1114
H -1.390 0.814 -1.325 0.0725
H -0.450 0.086 -2.324 0.0463
```

Results
**Kohn-Sham gap**: 9.390 eV
**Energy relative to the best compared isomer or geometry (same formula, charge and spin)**: 3.794 eV
**HOMO energy**: -0.3064 hartree
**E**: -8356.343 eV
**Maximum force**: 6.4 eV/Å
**Structure (SMILES)**: CN1CC[C@@H]1CN


Molecular formula: C5H12N2
Method: DFT, ωB97M-V/def2-TZVPD

Structure (XYZ):
```
19
Properties=species:S:1:pos:R:3:lowdin_charge:R:1
C -0.839 1.783 -0.944 -0.0691
C 0.317 1.002 -0.104 -0.4459
N 1.625 1.676 -0.073 0.0117
C 0.595 -0.302 -0.724 -0.2398
C 0.021 -1.496 -0.064 -0.1145
C -0.487 -1.477 1.180 -0.1906
N -0.903 -2.690 1.706 0.0425
H -1.732 1.503 -0.369 0.0506
H -1.087 1.655 -2.044 0.0731
H -0.553 2.928 -0.784 0.0939
H -0.079 1.122 0.893 0.1040
H 1.692 2.730 0.083 0.1001
H 2.231 1.495 -0.809 0.0230
H 0.164 -0.239 -1.834 0.1453
H 1.588 -0.493 -1.062 0.0927
H 0.334 -2.419 -0.566 0.1084
H -0.942 -0.557 1.495 0.0989
H -1.601 -2.780 2.425 0.0838
H -0.343 -3.441 1.595 0.0320
```

Results
**Kohn-Sham gap**: 8.851 eV
**Energy relative to the best compared isomer or geometry (same formula, charge and spin)**: 2.741 eV
**HOMO energy**: -0.2805 hartree
**E**: -8357.396 eV
**Maximum force**: 4.2 eV/Å
**Structure (SMILES)**: C[C@H](N)C/C=C/N


Question: Which of these has the lowest maximum force?
Answer: number 6


Question: Which formula does entry 1 have?
Answer: C5H12FP


Question: Which value of energy relative to the best compared isomer or geometry (same formula, charge and spin) does entry 6 give?
Answer: 1.635 eV